# 1
66
Properties=species:S:1:pos:R:3 method="wB97M-V/def2-TZVPD" e_lumo_ev=-4.95 charge=+1 homo_lumo_gap_ev=6.48 homo_energy_ev=-11.424
Pd 0.058 0.306 -0.506
C 0.952 2.692 2.930
C 0.108 2.327 1.890
N 0.702 1.402 1.139
N 1.934 1.173 1.661
C 2.092 1.933 2.753
B 2.817 0.107 0.995
N 2.934 0.525 -0.506
C 4.044 0.611 -1.249
C 3.686 0.911 -2.549
C 2.301 0.988 -2.531
N 1.865 0.777 -1.286
N 2.048 -1.245 1.030
C 2.176 -2.351 1.777
C 1.186 -3.248 1.415
C 0.453 -2.593 0.431
N 0.992 -1.397 0.206
N 4.191 -0.023 1.575
C 5.066 -1.062 1.448
C 6.299 -0.620 1.845
C 6.090 0.732 2.189
N 4.834 1.090 2.013
H 0.763 3.421 3.698
H -0.883 2.668 1.658
H 3.024 1.913 3.290
H 5.014 0.478 -0.798
H 4.337 1.064 -3.391
H 1.615 1.201 -3.330
H 2.960 -2.433 2.510
H 1.016 -4.233 1.812
H -0.415 -2.914 -0.117
H 4.759 -2.021 1.068
H 7.214 -1.185 1.888
H 6.804 1.450 2.558
C -4.126 -0.884 -3.814
C -3.897 0.412 -3.084
O -2.755 1.126 -3.683
P -1.347 1.132 -3.014
S -1.312 2.073 -1.236
S -0.613 -0.678 -2.526
O -0.427 1.790 -4.091
C -0.672 3.145 -4.617
C 0.388 4.082 -4.098
H -5.017 -1.365 -3.410
H -3.286 -1.566 -3.686
H -4.283 -0.707 -4.877
H -3.695 0.267 -2.021
H -4.731 1.099 -3.195
H -1.679 3.455 -4.339
H -0.631 3.031 -5.696
H 0.363 4.144 -3.010
H 0.213 5.078 -4.505
H 1.380 3.756 -4.412
Br -4.875 -2.576 5.316
C -4.106 -2.553 3.596
C -4.177 -3.687 2.795
N -3.669 -3.732 1.568
C -3.057 -2.645 1.110
C -2.919 -1.476 1.849
C -3.473 -1.423 3.122
C -2.200 -0.269 1.327
O -2.207 0.786 1.920
O -1.639 -0.489 0.155
H -4.666 -4.583 3.159
H -2.674 -2.696 0.098
H -3.394 -0.519 3.711

# 2
30
Properties=species:S:1:pos:R:3 method="wB97M-V/def2-TZVPD" spin_multiplicity=2 e_lumo_ev="-3.02 / -9.54" s_squared=0.759 charge=+1 homo_lumo_gap_ev="11.02 / 4.39" homo_energy_ev="-14.039 / -13.932" de_lowest_kcal_mol=1.1
O 7.611 16.459 -9.454
H 8.136 17.247 -9.594
H 8.250 15.782 -9.229
O 4.833 15.933 -6.099
H 5.085 16.440 -6.871
H 3.980 15.561 -6.325
O 6.283 13.497 -8.035
H 5.864 14.225 -8.494
H 6.525 12.884 -8.729
O 5.014 17.341 -8.385
H 5.849 17.118 -8.796
H 4.482 17.695 -9.098
O 3.249 14.744 -8.110
H 3.062 13.837 -8.351
H 3.910 15.028 -8.741
O 1.916 17.089 -7.154
H 2.470 16.359 -7.431
H 1.023 16.798 -7.341
O 4.825 14.993 -10.256
H 5.545 15.575 -10.499
H 4.164 15.134 -10.933
O 1.882 19.705 -8.350
H 1.559 20.589 -8.527
H 2.339 19.451 -9.151
O 2.888 17.535 -10.313
H 1.994 17.232 -10.160
H 2.870 17.900 -11.198
O 3.803 18.953 -6.176
H 4.514 18.572 -6.691
H 4.188 19.111 -5.314

# 3
50
Properties=species:S:1:pos:R:3 method="wB97M-V/def2-TZVPD" e_lumo_ev=0.47 smiles="Cc1nc2c(C(=O)N3CCCCC3)cnn2c(C)c1Cc1ccccc1F" homo_lumo_gap_ev=8.81 homo_energy_ev=-8.332 de_lowest_kcal_mol=1.4
C -0.367 -2.122 1.752
C -0.270 -0.761 1.137
N 0.927 -0.399 0.750
C 1.091 0.798 0.194
C 2.208 1.476 -0.299
C 3.652 1.164 -0.207
O 4.423 2.008 0.225
N 4.080 -0.050 -0.619
C 3.283 -1.071 -1.263
C 3.755 -2.465 -0.826
C 4.271 -2.380 0.606
C 5.552 -1.540 0.636
C 5.463 -0.419 -0.413
C 1.692 2.705 -0.729
N 0.382 2.800 -0.566
N 0.011 1.660 0.003
C -1.239 1.312 0.386
C -2.328 2.296 0.130
C -1.407 0.079 0.977
C -2.784 -0.348 1.406
C -3.681 -0.617 0.225
C -3.223 -1.289 -0.902
C -4.059 -1.537 -1.976
C -5.378 -1.116 -1.947
C -5.862 -0.445 -0.838
C -5.009 -0.208 0.223
F -5.492 0.456 1.300
H 0.611 -2.592 1.710
H -0.676 -2.048 2.794
H -1.086 -2.743 1.221
H 3.364 -0.967 -2.355
H 2.241 -0.943 -0.979
H 4.551 -2.827 -1.478
H 2.921 -3.164 -0.897
H 4.464 -3.376 1.008
H 3.503 -1.906 1.220
H 5.685 -1.112 1.629
H 6.421 -2.163 0.418
H 5.881 -0.751 -1.369
H 6.000 0.472 -0.086
H 2.240 3.517 -1.164
H -3.015 1.911 -0.622
H -1.888 3.223 -0.228
H -2.897 2.486 1.038
H -2.725 -1.253 2.013
H -3.235 0.431 2.025
H -2.194 -1.616 -0.936
H -3.679 -2.060 -2.840
H -6.030 -1.308 -2.785
H -6.883 -0.102 -0.784

# 4
63
Properties=species:S:1:pos:R:3 method="wB97M-V/def2-TZVPD" e_lumo_ev=-7.19 charge=+2 homo_lumo_gap_ev=5.08 homo_energy_ev=-12.272 de_lowest_kcal_mol=0.0
Rh -0.679 -0.385 -0.243
C 5.951 1.679 -1.404
C 4.685 1.160 -0.793
C 4.750 0.592 0.532
C 3.666 0.151 1.243
C 3.981 -0.491 2.488
N 3.307 -1.063 3.440
C 1.873 -1.233 3.780
C 1.392 -2.668 3.597
C 1.345 -3.115 2.136
N 0.679 -4.410 2.004
C -0.602 -4.728 1.992
C -1.787 -3.992 1.825
C -2.968 -4.658 2.259
C -4.204 -4.075 2.210
C -5.451 -4.767 2.676
C -4.267 -2.778 1.670
C -3.181 -2.090 1.159
C -3.440 -0.763 0.631
N -2.615 0.034 0.064
C -3.107 1.371 -0.288
C -2.498 1.885 -1.579
C -1.087 2.418 -1.424
N -0.132 1.369 -1.000
C 1.106 1.645 -1.129
C 2.220 0.638 -0.836
C 3.499 1.158 -1.419
C 2.322 0.324 0.661
O 1.321 0.192 1.328
C -1.887 -2.707 1.179
O -0.869 -2.215 0.601
H 6.783 1.000 -1.217
H 6.213 2.649 -0.978
H 5.848 1.800 -2.480
H 5.740 0.509 0.970
H 5.052 -0.546 2.658
H 3.906 -1.457 4.158
H 1.297 -0.536 3.189
H 1.807 -0.956 4.832
H 0.387 -2.707 4.024
H 2.004 -3.354 4.190
H 2.353 -3.252 1.743
H 0.825 -2.388 1.519
H 1.295 -5.204 2.089
H -0.751 -5.791 2.162
H -2.863 -5.656 2.671
H -5.212 -5.621 3.309
H -6.036 -5.130 1.830
H -6.083 -4.092 3.252
H -5.237 -2.292 1.633
H -4.468 -0.422 0.762
H -2.853 2.041 0.538
H -4.196 1.345 -0.368
H -3.113 2.707 -1.949
H -2.525 1.101 -2.339
H -1.057 3.219 -0.681
H -0.742 2.825 -2.376
H 1.415 2.614 -1.518
H 3.433 1.522 -2.440
I 3.195 -2.307 -1.326
C 1.845 -0.676 -1.576
H 0.847 -1.078 -1.307
H 1.796 -0.483 -2.645

Repeat the first record exactly.
66
Properties=species:S:1:pos:R:3 method="wB97M-V/def2-TZVPD" e_lumo_ev=-4.95 charge=+1 homo_lumo_gap_ev=6.48 homo_energy_ev=-11.424
Pd 0.058 0.306 -0.506
C 0.952 2.692 2.930
C 0.108 2.327 1.890
N 0.702 1.402 1.139
N 1.934 1.173 1.661
C 2.092 1.933 2.753
B 2.817 0.107 0.995
N 2.934 0.525 -0.506
C 4.044 0.611 -1.249
C 3.686 0.911 -2.549
C 2.301 0.988 -2.531
N 1.865 0.777 -1.286
N 2.048 -1.245 1.030
C 2.176 -2.351 1.777
C 1.186 -3.248 1.415
C 0.453 -2.593 0.431
N 0.992 -1.397 0.206
N 4.191 -0.023 1.575
C 5.066 -1.062 1.448
C 6.299 -0.620 1.845
C 6.090 0.732 2.189
N 4.834 1.090 2.013
H 0.763 3.421 3.698
H -0.883 2.668 1.658
H 3.024 1.913 3.290
H 5.014 0.478 -0.798
H 4.337 1.064 -3.391
H 1.615 1.201 -3.330
H 2.960 -2.433 2.510
H 1.016 -4.233 1.812
H -0.415 -2.914 -0.117
H 4.759 -2.021 1.068
H 7.214 -1.185 1.888
H 6.804 1.450 2.558
C -4.126 -0.884 -3.814
C -3.897 0.412 -3.084
O -2.755 1.126 -3.683
P -1.347 1.132 -3.014
S -1.312 2.073 -1.236
S -0.613 -0.678 -2.526
O -0.427 1.790 -4.091
C -0.672 3.145 -4.617
C 0.388 4.082 -4.098
H -5.017 -1.365 -3.410
H -3.286 -1.566 -3.686
H -4.283 -0.707 -4.877
H -3.695 0.267 -2.021
H -4.731 1.099 -3.195
H -1.679 3.455 -4.339
H -0.631 3.031 -5.696
H 0.363 4.144 -3.010
H 0.213 5.078 -4.505
H 1.380 3.756 -4.412
Br -4.875 -2.576 5.316
C -4.106 -2.553 3.596
C -4.177 -3.687 2.795
N -3.669 -3.732 1.568
C -3.057 -2.645 1.110
C -2.919 -1.476 1.849
C -3.473 -1.423 3.122
C -2.200 -0.269 1.327
O -2.207 0.786 1.920
O -1.639 -0.489 0.155
H -4.666 -4.583 3.159
H -2.674 -2.696 0.098
H -3.394 -0.519 3.711